Below is 9 unconnected molecules or ions with the total composition C45H61N3O26 in a non-equilibrium geometry, with properties calculated with ωB97M-V/def2-TZVPD.

```
! wB97M-V def2-TZVPD RIJCOSX def2/J DEFGRID3
* xyz 0 1
C -3.90958 2.78028 5.69532
C -4.47914 2.11278 4.69263
C -4.39571 0.62190 4.48462
C -3.03386 0.11310 3.97648
C -1.90181 0.67060 4.70607
N -1.09609 1.08679 5.39419
C -2.80330 0.26188 2.45436
C -3.88366 -0.40546 1.72064
N -4.70646 -0.93913 1.12955
C -1.49662 -0.43806 2.01753
C -1.37421 -1.94113 2.36541
C -0.18197 -2.16682 3.31437
N 0.98897 -2.70041 2.64933
C 1.53691 -1.84097 1.62513
C 2.40806 -0.64473 2.02231
C 2.89071 0.13155 0.96550
C 3.68556 1.25058 1.14065
C 4.00231 1.64979 2.43501
C 3.54429 0.90298 3.50820
C 2.77179 -0.24038 3.30866
O 2.37690 -0.97441 4.41053
C -2.77742 1.74512 2.00354
C -2.38292 1.95712 0.52185
C -0.93702 2.48967 0.41877
O 0.03153 1.49646 0.12501
C -0.08195 0.98227 -1.18169
H -3.64184 3.81795 5.54008
H -3.67165 2.34925 6.65886
H -5.08227 2.67339 3.98657
H -5.19803 0.31522 3.81748
H -4.58019 0.13427 5.44569
H -3.01941 -0.95991 4.17200
H -0.69077 0.15321 2.45622
H -1.38446 -0.34052 0.94454
H -2.27729 -2.35463 2.80822
H -1.23398 -2.47934 1.43169
H -0.48362 -2.89856 4.06642
H 0.00300 -1.24059 3.86870
H 1.67944 -3.03047 3.30234
H 2.15890 -2.46946 0.97910
H 0.75135 -1.45024 0.97844
H 2.64275 -0.16177 -0.04555
H 4.05849 1.81148 0.29560
H 4.60903 2.52376 2.62750
H 3.79577 1.20415 4.51740
H 2.57988 -0.43642 5.18427
H -2.12594 2.27828 2.69379
H -3.79002 2.12246 2.12832
H -3.04136 2.72041 0.11384
H -2.50479 1.03436 -0.03555
H -0.63385 3.00756 1.32458
H -0.87765 3.23591 -0.38167
H -0.85297 0.20547 -1.22080
H 0.85586 0.51352 -1.47366
H -0.34205 1.77805 -1.88715
C -5.53084 -5.17939 2.96407
C -4.69015 -4.35181 2.02169
O -3.35332 -4.72243 2.39755
C -3.40634 -5.94440 2.98060
O -2.45646 -6.60391 3.25459
O -4.69118 -6.31478 3.20837
H -6.47886 -5.48363 2.52917
H -5.72114 -4.67364 3.91337
H -4.85300 -4.61570 0.97784
H -4.84289 -3.28315 2.13973
C 6.81515 -0.87262 4.05520
C 8.19081 -0.99625 4.67475
O 8.50096 0.36021 5.00564
C 7.33338 1.03854 5.13688
O 7.23626 2.14120 5.56495
O 6.29066 0.28475 4.70951
H 6.18303 -1.73754 4.24026
H 6.85172 -0.68226 2.98087
H 8.18563 -1.58983 5.59081
H 8.93169 -1.40375 3.99172
C 2.90857 5.03649 -1.89442
C 1.91604 4.16015 -1.16399
O 0.75945 5.00778 -1.09208
C 0.84230 5.91126 -2.09435
O -0.03964 6.64599 -2.41090
O 2.05434 5.86911 -2.68855
H 3.59080 4.47353 -2.52567
H 3.48672 5.66941 -1.21921
H 1.65962 3.25873 -1.72261
H 2.24770 3.87447 -0.16910
C -2.93808 7.70270 -2.71211
C -3.04897 7.09316 -4.08948
O -4.42838 7.30941 -4.41002
C -4.87315 8.35843 -3.67245
O -5.92299 8.89223 -3.82635
O -3.95649 8.71179 -2.74003
H -1.96463 8.13859 -2.51988
H -3.17160 6.99013 -1.91919
H -2.42928 7.60840 -4.82528
H -2.81114 6.03321 -4.10649
C 2.87288 -3.09526 -3.61896
C 4.24554 -3.17957 -2.99561
O 4.52523 -1.80507 -2.68702
C 3.35259 -1.15211 -2.57024
O 3.23482 -0.04243 -2.15507
O 2.32051 -1.93058 -2.98494
H 2.26022 -3.97114 -3.42039
H 2.91200 -2.92356 -4.69656
H 4.24896 -3.75631 -2.06978
H 4.98946 -3.58684 -3.66872
C 8.64169 -3.47021 -6.08120
C 7.36586 -2.65791 -6.03407
O 6.43946 -3.57546 -5.43623
C 7.15942 -4.48071 -4.71936
O 6.67829 -5.26733 -3.97016
O 8.47912 -4.35888 -4.97156
H 9.53688 -2.86628 -5.96113
H 8.72932 -4.06075 -6.99447
H 7.45022 -1.77781 -5.39462
H 7.02060 -2.35089 -7.01773
C -7.83327 -0.81248 -2.26406
C -6.90165 -1.53451 -3.21056
O -6.15357 -2.37276 -2.32456
C -6.89251 -2.56934 -1.21028
O -6.62708 -3.35199 -0.35538
O -7.97688 -1.75738 -1.19727
H -8.79810 -0.57906 -2.70696
H -7.39409 0.10287 -1.86395
H -7.43392 -2.16635 -3.92437
H -6.24149 -0.86287 -3.75304
C -0.95858 -1.76479 -3.21270
C -0.96208 -2.36381 -4.60223
O -2.31374 -2.15904 -5.02261
C -2.82116 -1.12330 -4.31230
O -3.86355 -0.59790 -4.53058
O -1.98082 -0.76764 -3.31235
H -0.00730 -1.31736 -2.94376
H -1.24422 -2.48638 -2.44412
H -0.29601 -1.83466 -5.28726
H -0.71480 -3.42265 -4.61201
*
```

Calculated values
HOMO energy = -0.31125 hartree
LUMO level = -0.0808 eV
energy = -105358.2638 eV
structure (SMILES) = C=CC[C@H](C#N)[C@](C#N)(CCCNCc1ccccc1O)CCCOC.O=C1OCCO1.O=C1OCCO1.O=C1OCCO1.O=C1OCCO1.O=C1OCCO1.O=C1OCCO1.O=C1OCCO1.O=C1OCCO1
molecular weight = 1059.98 g mol⁻¹
frontier orbital gap = 8.39 eV